No. 1
{"formula": "C23H34BN6O3", "method": "ωB97M-V/def2-TZVPD", "relative_energy_kcal_mol": 20.7, "charge": -1, "lumo_ev": 2.6006, "elements": ["N", "C", "B", "O", "C", "C", "O", "O", "H", "H", "H", "H", "H", "H", "H", "H", "H", "N", "C", "C", "C", "C", "H", "H", "H", "H", "H", "N", "C", "C", "C", "C", "H", "H", "H", "H", "H", "N", "C", "C", "C", "C", "H", "H", "H", "H", "H", "N", "C", "C", "C", "C", "H", "H", "H", "H", "H", "N", "C", "C", "C", "C", "H", "H", "H", "H", "H"], "positions_angstrom": [[-1.886163, 1.651498, 2.887727], [-1.514670, 1.842346, 1.461691], [-1.947539, 0.618248, 0.426729], [-2.435039, -0.653312, 1.047045], [-1.478658, -1.660448, 0.659618], [-0.198245, -0.783565, 0.600158], [0.948891, -1.326805, -0.022969], [-0.649452, 0.242235, -0.261896], [-2.725380, 1.108583, 2.970920], [-1.144947, 1.228580, 3.410439], [-0.427119, 1.971230, 1.437017], [-1.961750, 2.789085, 1.105335], [-2.756763, 0.869791, -0.443371], [-1.858725, -1.970877, -0.317922], [-1.501798, -2.424654, 1.439020], [0.002685, -0.479962, 1.637882], [1.614092, -0.669336, 0.122809], [1.968420, 2.179948, -0.200535], [2.961842, 1.541032, -0.885233], [4.131416, 2.231973, -0.677566], [3.826591, 3.328037, 0.169397], [2.482353, 3.265336, 0.446294], [0.995317, 1.886783, -0.178175], [2.752579, 0.654058, -1.460700], [5.095937, 1.977539, -1.087650], [4.511941, 4.076081, 0.534162], [1.850865, 3.898339, 1.046365], [-4.903754, 2.800206, -0.042588], [-4.818972, 3.670997, 1.005145], [-5.084121, 4.931321, 0.530678], [-5.340225, 4.811916, -0.859086], [-5.221337, 3.483126, -1.181291], [-4.743486, 1.808955, 0.015842], [-4.574579, 3.322275, 1.994424], [-5.090344, 5.836173, 1.116175], [-5.581259, 5.607599, -1.545317], [-5.333247, 2.968156, -2.120187], [-4.063209, -1.845133, -4.821570], [-2.709728, -1.647052, -4.735553], [-2.417869, -1.287869, -3.444533], [-3.638379, -1.272240, -2.723273], [-4.636248, -1.621806, -3.596675], [-4.556526, -2.110902, -5.650107], [-2.075585, -1.777134, -5.596322], [-1.437764, -1.060576, -3.056774], [-3.766269, -1.030625, -1.679337], [-5.698418, -1.729432, -3.454264], [6.762927, 0.791836, 1.286894], [7.758155, 0.147876, 0.606733], [8.926397, 0.834899, 0.818525], [8.621654, 1.933226, 1.662642], [7.278389, 1.877839, 1.935387], [5.798620, 0.513361, 1.304132], [7.550898, -0.738663, 0.032094], [9.890731, 0.577044, 0.412730], [9.307621, 2.679370, 2.028259], [6.648175, 2.515735, 2.531007], [0.114917, -7.264049, 0.958303], [0.731030, -6.063594, 0.720848], [-0.147760, -5.066258, 1.054202], [-1.337072, -5.687613, 1.514067], [-1.145474, -7.043882, 1.445492], [0.522964, -8.163556, 0.799250], [1.735584, -6.023103, 0.335745], [0.042451, -4.008989, 0.977108], [-2.232309, -5.195074, 1.855985], [-1.793265, -7.866129, 1.698622]], "forces_ev_per_angstrom": [[-0.108, 1.209, -0.092], [-1.060, -0.275, 0.144], [0.333, 0.293, -0.417], [0.753, -0.177, 0.543], [-0.721, 1.385, 0.664], [-0.981, -0.505, -2.162], [-0.560, -1.117, 0.630], [0.294, -0.173, 1.124], [-0.019, -0.523, 0.024], [0.086, -0.423, 0.126], [-0.020, 0.031, -0.051], [0.256, -0.096, 0.179], [-0.282, 0.691, -0.234], [0.904, -0.728, -0.122], [0.195, -0.250, -0.244], [0.208, 0.337, -0.062], [0.786, 0.495, -0.023], [-0.145, -0.010, 0.062], [-0.079, -0.017, 0.050], [0.090, -0.155, -0.034], [-0.021, 0.087, 0.112], [-0.027, -0.078, -0.054], [-0.015, -0.172, -0.083], [-0.019, 0.047, -0.056], [-0.005, 0.019, -0.005], [-0.002, -0.001, -0.015], [-0.001, 0.001, -0.006], [-0.255, 0.209, 0.063], [-0.033, -0.087, -0.015], [-0.008, -0.009, 0.129], [-0.041, -0.021, -0.123], [0.002, -0.091, 0.032], [0.312, 0.000, -0.065], [0.089, 0.025, -0.010], [0.017, -0.008, 0.003], [0.011, -0.008, -0.005], [0.046, 0.015, -0.010], [0.025, -0.012, 0.032], [0.000, 0.035, 0.077], [0.143, -0.043, -0.180], [-0.235, -0.041, 0.095], [0.074, 0.029, 0.034], [-0.036, -0.022, -0.062], [0.010, 0.012, 0.012], [-0.043, 0.034, 0.075], [0.075, 0.042, -0.012], [0.008, 0.011, 0.015], [0.165, -0.025, 0.073], [-0.044, 0.013, 0.000], [-0.005, -0.108, -0.065], [-0.057, 0.074, 0.078], [-0.032, -0.013, -0.019], [-0.081, 0.082, -0.074], [0.016, 0.011, -0.012], [-0.008, -0.002, -0.003], [-0.008, 0.000, 0.001], [0.001, 0.016, -0.025], [-0.024, 0.069, 0.041], [-0.059, 0.026, 0.013], [0.184, 0.006, -0.026], [-0.061, -0.148, 0.045], [-0.025, 0.040, -0.005], [0.031, -0.068, -0.012], [-0.013, 0.033, -0.013], [0.025, -0.004, -0.052], [0.007, 0.018, -0.019], [-0.013, 0.018, -0.007]]}


No. 2
{"formula": "C7H13Cl4F5OPS", "method": "ωB97M-V/def2-TZVPD", "relative_energy_kcal_mol": 45.6, "charge": 1, "lumo_ev": -4.6074, "elements": ["C", "P", "O", "S", "C", "F", "F", "C", "F", "F", "F", "H", "H", "H", "H", "H", "Cl", "C", "C", "Cl", "H", "H", "H", "H", "Cl", "C", "C", "Cl", "H", "H", "H", "H"], "positions_angstrom": [[0.656022, 0.398533, 0.868957], [1.096451, 2.199852, 0.535124], [2.450606, 2.244145, -0.500411], [-0.644448, 2.966589, -0.581122], [-2.193734, 2.774535, 0.417885], [-2.970703, 3.925487, 0.156397], [-1.832044, 2.790639, 1.783589], [-3.101988, 1.521340, 0.026407], [-3.031610, 0.461094, 0.936503], [-4.438785, 1.969669, 0.081612], [-2.904480, 1.062610, -1.268162], [0.862600, -0.262329, -0.035529], [1.114631, -0.026670, 1.814223], [-0.484836, 0.372964, 1.022901], [2.933321, 3.098200, -0.377736], [-0.749103, 2.179394, -1.743203], [-0.746649, -2.428530, -5.663808], [-1.800376, -2.259713, -4.239208], [-2.353344, -0.856615, -4.101365], [-1.085398, 0.327801, -3.684115], [-1.228249, -2.554058, -3.358045], [-2.620280, -2.968475, -4.365910], [-3.091359, -0.826542, -3.297654], [-2.837552, -0.523267, -5.019795], [4.447686, -0.528644, 2.501785], [4.214983, -1.485536, 3.987810], [3.164514, -2.561989, 3.813692], [1.529124, -1.877701, 3.631202], [3.956295, -0.799245, 4.795217], [5.177185, -1.942464, 4.223966], [3.142189, -3.204614, 4.695397], [3.369331, -3.186458, 2.943397]], "forces_ev_per_angstrom": [[-1.010, -0.439, -1.307], [2.852, -0.726, 2.063], [-2.261, 0.058, 0.901], [-0.018, 0.236, -2.147], [-1.315, 1.264, 1.522], [2.123, -2.511, 0.572], [-0.810, -0.240, -3.233], [-3.578, -1.389, 0.278], [0.587, 2.426, -2.173], [3.036, -1.002, -0.115], [0.182, 0.980, 2.775], [-0.106, 0.716, 1.219], [-0.084, 0.849, -1.179], [1.610, 0.153, -0.142], [-0.552, -0.756, -0.024], [-0.709, 0.251, 0.945], [0.002, 0.058, 0.078], [0.032, -0.027, 0.049], [-0.512, -0.355, 0.036], [0.327, 0.196, -0.030], [-0.026, 0.087, -0.110], [-0.013, 0.156, 0.003], [0.106, -0.034, -0.031], [0.213, 0.024, 0.062], [-0.079, 0.074, -0.066], [-0.019, -0.136, 0.249], [0.363, -0.149, 0.038], [-0.130, 0.019, -0.008], [-0.034, -0.052, -0.153], [-0.101, -0.022, -0.083], [-0.018, 0.139, -0.029], [-0.059, 0.156, 0.041]]}


No. 3
{"formula": "C5H14N3", "method": "ωB97M-V/def2-TZVPD", "relative_energy_kcal_mol": 161.0, "charge": 1, "lumo_ev": -4.8157, "elements": ["C", "C", "C", "C", "C", "N", "N", "N", "H", "H", "H", "H", "H", "H", "H", "H", "H", "H", "H", "H", "H", "H"], "positions_angstrom": [[1.180436, 1.303829, -1.459577], [0.441925, -0.066450, -1.548910], [0.776305, -0.954828, -0.296000], [-0.104059, -0.472823, 0.958761], [-1.507703, -0.269909, 0.968784], [-1.970188, 0.405830, 2.219957], [0.566465, -0.134365, 2.222418], [0.557878, -0.767363, -2.805583], [0.416468, 2.073739, -1.333191], [1.830215, 1.215742, -0.615472], [1.703454, 1.661259, -2.354043], [-0.652594, 0.127172, -1.509949], [1.770482, -0.692637, -0.003575], [0.425988, -1.965123, -0.435883], [-2.159049, -0.236712, 0.080990], [-1.012122, 0.451529, 2.747977], [-2.573439, -0.191915, 2.845588], [-2.497404, 1.281700, 2.093758], [0.277888, 0.680819, 1.361877], [0.587802, -1.006577, 2.782628], [0.458201, -1.762992, -2.733730], [1.483050, -0.679925, -3.186824]], "forces_ev_per_angstrom": [[-1.311, -0.518, -0.742], [-1.397, -0.245, 0.089], [-2.738, 2.228, 1.031], [-2.313, -2.152, -1.303], [2.352, 1.071, -0.564], [-0.671, -1.565, 0.643], [-1.437, 0.268, -2.142], [1.037, 0.209, -0.494], [0.197, 0.084, 0.475], [0.691, 0.640, 0.424], [0.147, -0.687, 0.131], [0.481, 0.148, 0.327], [0.856, -1.052, 0.250], [0.774, -0.556, -0.207], [0.278, -0.174, 0.743], [-0.163, 0.373, -0.344], [0.580, 0.441, -0.925], [0.499, -0.217, -0.153], [1.545, 0.618, 2.819], [0.670, 1.164, -0.045], [-0.526, -0.438, 0.272], [0.450, 0.360, -0.285]]}


No. 4
{"formula": "C3H4F2O", "method": "ωB97M-V/def2-TZVPD", "relative_energy_kcal_mol": 90.3, "charge": 0, "lumo_ev": 0.7643, "elements": ["C", "C", "C", "O", "F", "F", "H", "H", "H", "H"], "positions_angstrom": [[-2.275419, 0.617052, -0.406804], [-2.427553, -0.536751, -0.115988], [1.265241, -0.274869, -0.002315], [1.931766, -0.097853, 1.023402], [0.989085, 1.080589, -0.704955], [1.983568, -1.038002, -0.875831], [-1.764435, 1.442238, -0.870178], [0.251216, -0.078002, 0.369082], [-2.747819, -1.272232, 0.563722], [2.794350, 0.157834, 1.019867]], "forces_ev_per_angstrom": [[1.354, 0.431, -1.204], [-0.687, 0.437, 1.072], [-1.886, 3.143, -3.452], [-0.745, -0.239, 5.607], [1.517, -1.017, -0.356], [-1.958, 0.314, -0.056], [-0.546, 0.120, 0.218], [-0.975, -3.165, -1.000], [-0.110, -0.996, -0.073], [4.036, 0.971, -0.757]]}


- What is the formula in the fourth record?
  C3H4F2O